(1)
{"formula": "C39H37N2O2", "method": "ωB97M-V with the def2-TZVPD basis set", "smiles": "Cc1ccc([C@H]2N(C)C(=O)[C@H](Cc3ccccc3)/[N+]2=C\\[C@H](c2ccccc2)[C@H](/C=C/c2ccccc2)c2ccccc2)o1", "charge": 1, "gap_ev": 7.033, "relative_energy_ev": 0.000, "elements": ["C", "H", "C", "C", "C", "H", "C", "H", "H", "H", "H", "H", "C", "H", "H", "C", "H", "O", "C", "H", "C", "H", "C", "C", "H", "C", "C", "H", "C", "H", "H", "C", "H", "C", "C", "C", "C", "H", "O", "H", "C", "C", "H", "C", "C", "C", "C", "C", "H", "H", "C", "C", "C", "C", "H", "H", "H", "C", "C", "H", "C", "H", "N", "H", "C", "N", "H", "H", "H", "H", "C", "C", "C", "H", "C", "H", "H", "C", "H", "H"], "xyz": [[0.720, 1.530, -2.036], [-0.649, 0.026, -6.681], [-3.645, -2.945, 0.451], [2.834, 2.227, -0.911], [-2.953, 2.097, -5.250], [-1.002, 2.767, -1.833], [-2.926, 0.368, -1.071], [-3.492, -4.030, 0.424], [1.377, 3.630, 3.987], [1.319, 0.913, -2.708], [-2.671, 3.131, -3.366], [0.116, 2.308, 2.297], [-6.113, 1.775, 0.106], [5.701, 1.080, -2.306], [3.848, 3.337, 4.192], [3.340, 3.336, -0.224], [-3.939, 2.528, -5.416], [-1.077, -4.233, 0.219], [3.269, 2.680, 3.545], [-0.842, -2.211, 3.041], [-1.028, 1.795, -3.776], [3.263, 0.612, -2.279], [-1.109, 0.685, -5.944], [0.131, -2.372, 2.542], [3.441, -5.660, 2.456], [5.568, 2.718, -0.893], [-0.071, -2.100, 1.032], [-6.029, 2.451, 0.968], [3.924, 1.677, 2.823], [0.847, -1.625, 2.926], [2.613, -3.327, 2.145], [-0.448, 2.053, -2.462], [-2.359, -0.832, 2.107], [-2.178, -0.951, 1.012], [-2.264, 2.410, -4.084], [-2.375, 1.230, -6.189], [-0.232, -4.763, 3.345], [-6.426, 2.369, -0.759], [-4.235, 0.387, 0.768], [-2.910, 0.992, -7.107], [4.710, 3.563, -0.180], [-3.046, -0.052, 0.239], [-4.101, -2.618, -0.497], [1.952, -4.108, 2.531], [-4.849, 1.144, -0.215], [-4.075, 1.163, -1.351], [2.408, -5.419, 2.705], [5.048, 1.701, -1.696], [4.997, 1.500, 2.945], [-6.906, 1.043, 0.311], [3.211, 0.932, 1.888], [0.219, -6.076, 3.508], [1.542, -6.406, 3.186], [1.346, 1.847, -0.706], [3.713, 0.168, 1.283], [-1.265, -4.501, 3.593], [-4.302, -2.670, 1.290], [1.197, 0.750, 0.340], [3.674, 1.438, -1.693], [-2.090, 0.150, -1.736], [1.895, 2.876, 3.398], [0.845, -2.265, 0.451], [-0.726, -0.801, 0.718], [6.647, 2.844, -0.809], [1.183, 2.142, 2.445], [-2.347, -2.337, 0.619], [2.655, 3.982, 0.330], [0.561, 0.536, -4.564], [0.867, 2.763, -0.337], [-0.465, -6.842, 3.877], [-1.172, -3.061, 0.582], [-0.225, 0.411, 0.593], [1.866, 1.235, 1.640], [1.726, -0.147, -0.012], [0.626, -3.782, 2.824], [-4.286, 1.694, -2.276], [5.103, 4.377, 0.434], [-0.426, 0.965, -4.753], [-0.941, 1.233, 0.702], [1.893, -7.433, 3.304]]}


(2)
{"formula": "C9H17N4", "method": "ωB97M-V with the def2-TZVPD basis set", "charge": 1, "gap_ev": 10.413, "relative_energy_ev": 3.366, "elements": ["H", "H", "H", "C", "H", "C", "N", "N", "H", "H", "C", "N", "H", "H", "H", "H", "H", "N", "C", "C", "H", "H", "H", "H", "H", "C", "C", "C", "H", "C"], "xyz": [[-0.335, -0.319, 2.484], [3.440, 0.038, 0.749], [-0.341, -0.039, -1.879], [1.926, -0.243, -0.571], [-0.055, -1.944, 2.217], [-1.043, -1.258, -0.343], [-0.174, -0.773, 0.545], [-1.012, -0.768, -1.591], [3.128, 2.373, -1.267], [-5.614, 1.311, 1.447], [3.208, 0.444, -0.228], [-1.626, 1.799, -1.098], [1.265, 0.477, 1.287], [-1.371, -1.309, -2.472], [1.982, -1.419, -0.632], [-1.449, -3.160, 0.150], [-2.616, -2.464, -0.881], [-0.621, -1.136, 1.866], [-2.523, 1.539, -0.425], [-4.604, 1.185, 1.074], [-2.490, -2.012, 1.065], [4.011, 0.086, -0.835], [1.722, 0.154, -1.576], [4.101, 2.313, 0.234], [0.363, 1.291, 0.014], [0.785, 0.266, 0.366], [-3.669, 1.369, 0.307], [3.197, 1.921, -0.269], [2.466, 2.530, 0.184], [-2.053, -2.252, 0.080]]}


(3)
{"formula": "C6H11BrN", "method": "ωB97M-V with the def2-TZVPD basis set", "charge": 1, "gap_ev": 10.617, "relative_energy_ev": 3.086, "elements": ["H", "H", "H", "H", "H", "H", "H", "C", "C", "C", "Br", "H", "C", "H", "N", "H", "H", "C", "C"], "xyz": [[0.432, 1.396, -2.021], [-0.060, -2.309, 0.418], [-2.669, 0.736, -0.832], [2.987, -1.933, 0.346], [-0.484, -0.626, -0.989], [2.518, 0.733, -0.227], [-2.413, -0.789, 0.071], [-0.302, 1.499, -1.193], [0.717, -1.787, 0.997], [-2.101, 0.212, -0.080], [0.120, 1.121, 2.192], [-1.181, 1.933, -1.652], [1.870, -0.080, 0.155], [0.103, 2.349, -0.588], [-0.637, 0.245, -0.514], [-2.059, 0.732, 0.826], [0.767, -2.096, 2.085], [2.018, -1.394, 0.428], [0.374, 0.058, 0.577]]}


(4)
{"formula": "C3H13N2O", "method": "ωB97M-V with the def2-TZVPD basis set", "charge": 1, "gap_ev": 11.548, "relative_energy_ev": 0.583, "elements": ["N", "C", "H", "H", "H", "H", "H", "H", "H", "H", "C", "N", "H", "H", "H", "C", "H", "O", "H"], "xyz": [[0.485, 0.500, 0.689], [-1.711, -1.230, 0.183], [-1.877, -1.634, 1.178], [-2.396, -1.744, -0.506], [3.069, 2.841, -2.060], [-2.052, 0.548, -0.781], [1.073, 1.189, 0.195], [2.953, 3.348, -0.655], [0.731, -1.379, 1.512], [-0.260, -1.106, -1.343], [-0.329, -1.566, -0.348], [-1.885, 0.236, 0.168], [-0.175, -2.595, -0.399], [-0.548, 0.656, 0.443], [-2.639, 0.519, 0.706], [0.756, -0.938, 0.518], [1.736, -1.175, 0.128], [2.545, 2.722, -1.261], [0.523, 0.805, 1.632]]}


(5)
{"formula": "C23H23F2", "method": "ωB97M-V with the def2-TZVPD basis set", "charge": 1, "gap_ev": 5.152, "relative_energy_ev": 0.000, "elements": ["C", "H", "C", "H", "H", "H", "C", "H", "C", "H", "F", "H", "H", "C", "C", "C", "C", "H", "H", "C", "H", "C", "C", "H", "C", "H", "H", "C", "C", "C", "H", "H", "H", "H", "C", "C", "H", "C", "C", "C", "C", "C", "F", "H", "H", "H", "C", "H"], "xyz": [[-2.754, 3.000, 2.026], [-0.531, -1.403, -5.838], [-4.638, -2.162, -0.692], [-4.676, -0.043, -1.038], [-5.103, -4.694, -1.055], [-5.179, -2.409, -1.610], [-0.229, 1.138, -2.044], [-3.365, 3.139, -3.898], [-1.479, 1.719, -2.295], [-1.876, 2.500, -1.642], [-1.028, 1.210, 5.302], [0.135, 3.727, 5.316], [-3.914, 1.653, -4.696], [0.292, 0.183, -2.925], [-1.648, 0.420, -4.335], [-0.418, -0.189, -4.072], [-3.642, -0.486, 0.810], [1.255, -0.291, -2.729], [-5.132, -5.093, 0.667], [-4.538, -4.631, -0.126], [-3.905, 1.556, 0.292], [-2.178, 1.382, -3.464], [-2.158, 3.774, 3.003], [-2.156, -0.098, 3.381], [-1.605, 1.790, 4.197], [-4.205, 1.900, -2.964], [-1.020, 5.021, 4.982], [-1.567, 3.179, 4.130], [-4.245, -3.208, 0.158], [-2.786, 1.573, 2.096], [0.342, 1.435, -1.162], [1.120, -0.922, -5.402], [-2.204, 0.139, -5.231], [-3.217, 3.473, 1.160], [-3.229, -1.559, 1.664], [0.146, -1.228, -4.998], [-3.627, -5.225, -0.241], [-2.177, 0.973, 3.245], [-4.356, -0.848, -0.376], [-3.549, -2.853, 1.309], [-3.418, 0.899, 1.018], [-3.482, 2.054, -3.776], [-3.167, -3.878, 2.140], [-2.139, 4.863, 2.915], [-1.399, 3.779, 6.182], [-2.676, -1.379, 2.574], [-0.928, 3.961, 5.212], [0.305, -2.182, -4.481]]}


(6)
{"formula": "C4H11NO3S", "method": "ωB97M-V with the def2-TZVPD basis set", "smiles": "C[C@@H](CS)NC(=O)O.O", "charge": 0, "gap_ev": 9.655, "relative_energy_ev": 0.982, "elements": ["C", "C", "O", "H", "H", "H", "H", "O", "H", "N", "O", "C", "H", "H", "H", "H", "H", "S", "H", "C"], "xyz": [[2.331, 0.565, 0.183], [-0.893, 1.153, -1.553], [-1.370, 2.320, -1.828], [0.390, -3.224, 0.626], [-2.417, 0.834, 3.338], [-0.099, -0.142, 1.351], [-2.847, -0.103, 2.339], [-2.171, 0.058, 2.910], [2.059, 1.350, 0.964], [0.513, 1.075, -1.306], [-1.746, 0.217, -1.742], [1.113, -0.063, -0.517], [3.100, 1.079, -0.464], [1.349, -0.622, -1.357], [-0.587, -1.180, 0.074], [1.032, 2.062, -1.330], [-2.368, 2.273, -2.140], [1.220, -2.264, 1.158], [2.777, -0.136, 0.908], [0.249, -0.698, 0.484]]}


no.,highest occupied orbital energy (eV)
1,-10.893
2,-13.490
3,-13.678
4,-14.362
5,-11.097
6,-9.145